[1]
This record from the OMol25 dataset describes a molecular structure, C34H35BFeN9O6S2 in a non-equilibrium geometry. The level of theory is ωB97M-V/def2-TZVPD.

Structure (XYZ):
```
88
C34H35BFeN9O6S2 ωB97M-V/def2-TZVPD
Fe -1.0888 0.3898 -1.1624
B -3.9129 1.4216 -3.0759
N -3.6600 1.9551 -1.6254
C -4.4485 2.8621 -1.0351
C -4.0805 2.9495 0.3373
C -3.0396 2.0026 0.4611
N -2.7525 1.4517 -0.7485
N -2.7019 0.6190 -3.7334
C -2.6128 0.1575 -4.9691
C -1.4012 -0.5670 -5.1434
C -0.8002 -0.4706 -3.8675
N -1.6162 0.1581 -2.9544
H -4.7552 0.5732 -2.9577
H -4.2453 2.2913 -3.9316
H -5.3022 3.2538 -1.6166
H -4.5516 3.6728 1.0367
H -2.5143 1.6573 1.3526
H -3.3824 0.4040 -5.6693
H -0.9404 -0.9508 -6.0175
H 0.1658 -0.7737 -3.4413
O 2.8725 -2.9651 -0.6936
C 2.5511 -2.3215 0.5414
C 1.3474 -1.3790 0.4125
O 0.8742 -0.8614 1.4377
O 0.8829 -1.1955 -0.7869
C 2.2425 -3.3881 1.5700
C 1.0370 -3.5309 2.2744
C 0.8366 -4.5884 3.1150
C 1.8081 -5.5765 3.3242
C 3.0131 -5.3918 2.6918
C 3.2606 -4.2782 1.8324
C 3.8142 -1.4132 0.8472
C 4.6988 -1.5776 1.8752
C 5.6413 -0.5323 2.0987
C 5.7610 0.5230 1.1864
C 4.7450 0.7268 0.2074
C 3.7493 -0.2431 0.0614
H 2.2728 -2.5028 -1.3120
H 0.3066 -2.7386 2.2034
H -0.1354 -4.7515 3.5020
H 1.6781 -6.3546 4.0411
H 3.7574 -6.1496 2.8488
H 4.1299 -4.1998 1.2381
H 4.6509 -2.4207 2.5420
H 6.3227 -0.6121 2.9374
H 6.6914 1.1429 1.1945
H 4.5798 1.6586 -0.2995
H 2.8694 -0.1767 -0.5621
N -2.0722 -1.2944 -0.3210
C -2.2649 -2.3835 -0.7128
N -2.4914 -3.5354 -1.2591
C -1.6954 -4.7177 -0.8442
C -2.1881 -6.0240 -1.4801
O -3.6197 -6.1125 -1.4054
C -4.3819 -4.9261 -1.7055
C -3.5679 -3.8117 -2.2753
H -1.8642 -4.8808 0.2418
H -0.6086 -4.5722 -1.0198
H -1.8847 -6.8876 -0.8497
H -1.8827 -6.0874 -2.5334
H -4.8320 -4.6035 -0.7749
H -5.1672 -5.1770 -2.4246
H -4.1443 -2.8975 -2.3459
H -3.0987 -3.9088 -3.2549
N -0.5070 7.4572 4.6871
C 0.1441 6.5798 3.8390
C 1.3281 6.9063 3.2101
C 1.9357 5.9432 2.4332
C 1.3656 4.7304 2.2782
C 0.1850 4.3386 2.8461
C -0.4306 5.2632 3.6869
S 2.0769 3.4790 1.2636
O 3.2233 3.9320 0.4687
O 2.2356 2.3843 2.2057
N 0.8094 3.0315 0.3882
C 0.8016 2.9267 -0.8822
S 1.7745 4.0811 -1.8661
C 0.7114 3.7141 -3.2048
C -0.1349 2.6727 -2.8958
N 0.0297 2.1346 -1.6401
H 0.0546 8.2444 5.0356
H -1.0895 7.0192 5.4261
H 1.7204 7.9228 3.2665
H 2.7569 6.2477 1.8174
H -0.2491 3.3929 2.6811
H -1.4396 5.0403 4.1008
H 0.7421 4.1871 -4.2019
H -0.8989 2.2311 -3.5460
```

* E_HOMO (spin up / spin down): -0.167 / -0.168 hartree
* LUMO energy (spin up / spin down): 2.09 / 2.09 eV
* max |F|: 5.88 eV Å⁻¹
* 2S+1: 5
* gap between HOMO and LUMO (spin up / spin down): 6.64 / 6.65 eV
* total charge: -1
* E_tot: -4345.844169 a.u.

=====

[2]
This record from the OMol25 dataset describes 2 unconnected molecules or ions with the total composition C34H35FN2O4S2 in a non-equilibrium geometry. The level of theory is ωB97M-V/def2-TZVPD.

Structure (XYZ):
```
78
C34H35FN2O4S2 ωB97M-V/def2-TZVPD
F 1.7183 1.4326 1.8566
C 0.4747 1.7538 1.4744
S -0.7757 0.4210 1.8598
C -1.5752 0.1220 3.4372
C -2.8538 0.6655 3.5837
C -3.5741 0.4361 4.7491
C -2.9992 -0.3141 5.7733
C -1.7570 -0.9415 5.5814
C -1.0502 -0.7470 4.3831
O -1.9096 1.1022 1.2008
O -0.3151 -0.8649 1.3479
S -0.1734 3.3237 2.3354
C 0.9313 4.4216 3.3117
C 1.1331 4.1450 4.6684
C 1.4624 5.1817 5.5517
C 1.6154 6.4855 5.0755
C 1.6198 6.7131 3.6997
C 1.2867 5.6804 2.8093
O -0.7842 4.1671 1.3295
O -0.9749 2.7856 3.4287
H -3.2726 1.2556 2.7773
H -4.5837 0.8564 4.7913
H -3.5421 -0.4450 6.7059
H -1.3478 -1.6024 6.3431
H -0.1073 -1.2540 4.1852
H 0.9936 3.1383 5.0423
H 1.5859 4.9618 6.6092
H 1.7867 7.3026 5.7687
H 1.8714 7.6962 3.3066
H 1.2680 5.8700 1.7410
C 4.5612 -4.0377 -3.7659
N 4.6923 -3.3112 -2.5158
C 6.0770 -3.0233 -2.1852
C 6.2297 -2.4649 -0.7804
C 5.2375 -1.3403 -0.5008
C 3.8528 -1.5872 -1.0236
C 3.6338 -2.6738 -1.9284
C 2.2914 -3.0133 -2.2548
C 1.2567 -2.2037 -1.8583
C 1.5010 -0.9280 -1.2456
C 0.5009 0.0766 -1.2015
C -0.7026 -0.0668 -1.9890
C -1.9901 0.1956 -1.4650
C -3.1693 -0.1727 -2.0846
C -3.1266 -0.7470 -3.3805
N -4.2783 -1.2112 -3.9354
C -4.2683 -1.8514 -5.2358
C -5.5929 -0.8813 -3.4160
C -5.6287 -0.8118 -1.9008
C -4.4701 0.0117 -1.3585
C -1.8557 -0.8853 -4.0117
C -0.6989 -0.5164 -3.3523
C 2.8007 -0.7593 -0.6909
H 3.5432 -3.9950 -4.1539
H 5.2387 -3.6061 -4.5193
H 4.8553 -5.0915 -3.6354
H 6.6435 -3.9633 -2.2834
H 6.4814 -2.3091 -2.9283
H 6.0640 -3.2875 -0.0766
H 7.2553 -2.1111 -0.6414
H 5.2032 -1.1615 0.5785
H 5.6225 -0.4133 -0.9435
H 2.0980 -3.9287 -2.8202
H 0.2351 -2.5155 -2.0469
H 0.6990 1.0306 -0.7015
H -2.1054 0.6118 -0.4750
H -3.7984 -2.8429 -5.1973
H -5.3081 -1.9778 -5.5577
H -3.7435 -1.2306 -5.9768
H -5.9362 0.0811 -3.8304
H -6.2637 -1.6678 -3.7678
H -6.5701 -0.3706 -1.5701
H -5.6065 -1.8274 -1.4975
H -4.3067 -0.2362 -0.3038
H -4.7439 1.0778 -1.3842
H -1.7959 -1.2826 -5.0304
H 0.2542 -0.6093 -3.8686
H 2.9798 0.0801 -0.0157
```

* E_HOMO: -0.248 hartree
* LUMO energy: -1.39 eV
* max |F|: 2.53 eV Å⁻¹
* gap between HOMO and LUMO: 5.36 eV
* total charge: 0
* E_tot: -2623.108566 a.u.

=====

[3]
This record from the OMol25 dataset describes a molecular structure, C34H35MnN7Sb in a non-equilibrium geometry. The level of theory is ωB97M-V/def2-TZVPD.

Structure (XYZ):
```
78
C34H35MnN7Sb ωB97M-V/def2-TZVPD
Mn 2.1821 -1.5388 -0.8289
N -0.1466 0.6777 -3.5320
C 0.4464 -0.3175 -2.8603
N 1.2508 -0.1136 -1.8598
C 1.6135 1.1900 -1.5726
N 2.2551 1.4134 -0.4641
N 2.4315 0.2023 0.1497
C 2.8697 0.0773 1.3767
C 2.8895 -1.2704 1.8822
C 3.2383 -1.5663 3.2078
C 3.4733 -2.8802 3.6001
C 3.4371 -3.9050 2.6240
C 2.9667 -3.5569 1.3474
N 2.5504 -2.3032 1.0159
C 1.1248 2.2791 -2.3088
C 1.4940 3.6410 -2.0904
C 0.8026 4.6951 -2.7146
C -0.1367 4.4396 -3.7156
C -0.5086 3.1020 -3.9604
C 0.1551 2.0630 -3.3400
H -0.6714 0.3803 -4.3833
H 0.3306 -1.3227 -3.2303
H 3.2007 0.9524 1.8869
H 3.5536 -0.7233 3.8211
H 3.7358 -3.1083 4.6186
H 3.7291 -4.9586 2.8324
H 2.8572 -4.3104 0.5318
H 2.3203 3.8701 -1.3592
H 1.0447 5.7195 -2.3886
H -0.5934 5.2672 -4.3542
H -1.2958 2.9539 -4.7160
C -6.5597 0.4202 4.5572
C -5.5049 1.2825 4.8880
C -4.2206 1.0930 4.3909
C -3.9105 0.0048 3.6234
C -4.9279 -0.9311 3.4109
C -6.2344 -0.7453 3.8386
Sb -2.0183 -0.4099 2.5870
C -2.9524 -0.7560 0.6620
C -3.9483 0.0057 0.1148
C -4.7905 -0.5495 -0.8648
C -4.3782 -1.7171 -1.4844
C -3.2665 -2.3737 -0.9983
C -2.5341 -1.9451 0.0749
C -1.4089 1.6721 2.3796
C -1.1769 2.4221 3.5650
C -0.7717 3.7560 3.5551
C -0.6475 4.3997 2.3177
C -0.8947 3.6986 1.1288
C -1.2471 2.3673 1.1939
H -7.5649 0.7152 4.7608
H -5.7058 2.1163 5.6008
H -3.4604 1.9065 4.4765
H -4.7097 -1.8705 2.8889
H -6.9655 -1.4461 3.5635
H -4.1714 0.9997 0.6444
H -5.7557 -0.0043 -1.1419
H -4.8935 -2.1663 -2.3423
H -2.8861 -3.2119 -1.5035
H -1.8395 -2.6397 0.5940
H -1.3478 1.9420 4.5252
H -0.5998 4.2684 4.5170
H -0.2722 5.4254 2.2269
H -0.7660 4.2030 0.1332
H -1.4736 1.8771 0.2254
N 5.1941 -3.4491 -5.0439
C 5.2902 -2.5662 -3.8237
C 3.9462 -2.5771 -3.1125
N 3.9263 -1.7620 -1.9296
H 6.0611 -3.5734 -5.5751
H 4.3901 -3.1927 -5.6888
H 5.0037 -4.4511 -4.7557
H 5.6316 -1.5894 -4.3127
H 6.0894 -2.9290 -3.2064
H 3.6528 -3.6350 -2.7831
H 3.1684 -2.2220 -3.7936
H 4.2455 -0.7805 -2.0846
H 4.6052 -2.1304 -1.2148
```

* E_HOMO (spin up / spin down): -0.492 / -0.492 hartree
* LUMO energy (spin up / spin down): -9.03 / -9.24 eV
* max |F|: 3.81 eV Å⁻¹
* 2S+1: 6
* gap between HOMO and LUMO (spin up / spin down): 4.34 / 4.13 eV
* total charge: +3
* E_tot: -3090.148014 a.u.